Record 1
Here is C26H41AlCsF9N3O2PS as an isolated structure at a distorted geometry from the OMol25 dataset. Energies are from wB97M-V/def2-TZVPD.

Geometry as ORCA input:
```
! RIJCOSX wB97M-V def2-TZVPD def2/J DEFGRID3
* xyz 0 1
C 1.09172 2.05193 3.43818
C 1.29525 1.49906 1.99897
C 0.43383 2.20027 0.91155
C -0.84307 1.46704 0.46055
C -1.50922 0.82772 1.69207
C -0.51736 0.42537 -0.57353
N 0.73748 0.10539 -0.64143
N 1.01055 -0.82763 -1.56964
C 2.46661 -1.15467 -1.63895
F 3.11466 -0.30687 -0.83689
F 2.94170 -0.93613 -2.87358
C 2.77544 -2.54188 -1.11811
C 3.53652 -3.43067 -1.80993
C 3.80485 -4.65600 -1.27121
C 3.31442 -4.98576 -0.04565
C 2.54826 -4.09674 0.64201
C 2.00350 -4.38864 2.01413
F 0.82141 -3.80520 2.22760
F 1.92155 -5.69603 2.27108
F 2.85934 -3.86714 2.93374
C 2.27166 -2.87450 0.10352
C 0.15322 -1.43108 -2.35622
C 0.53355 -2.49839 -3.34692
C -1.21516 -1.09093 -2.29937
P -2.45347 -1.89012 -3.36858
S -3.34376 -3.41281 -2.54228
C -1.56598 -0.11363 -1.38925
C -2.96685 0.37214 -1.25481
C -3.88898 -0.59680 -0.44026
C -4.94396 0.26280 0.27094
C -5.74642 -0.52517 1.32387
C -6.98113 -1.20530 0.66030
N -7.23417 -2.55440 1.17081
H 0.70205 1.24143 4.05705
H 0.29461 2.79214 3.40322
H 2.00423 2.45355 3.86195
H 2.33318 1.72628 1.74696
H 1.23115 0.41012 1.97964
H 0.06721 3.15393 1.27176
H 1.06331 2.40473 0.06009
H -1.44948 2.26358 0.03281
H -2.54947 0.54972 1.52550
H -0.99466 -0.08478 1.98559
H -1.51476 1.54680 2.50343
H 3.93326 -3.19121 -2.78515
H 4.42212 -5.33128 -1.84266
H 3.55283 -5.94987 0.38044
H 1.66173 -2.17391 0.66035
H 0.21983 -2.13349 -4.32178
H 1.57905 -2.75700 -3.36740
H -0.05779 -3.39267 -3.14758
H -1.85061 -2.28965 -4.57037
H -3.39187 -0.89816 -3.69486
H -3.04923 1.38975 -0.89641
H -3.38230 0.37946 -2.26204
H -3.32868 -1.17586 0.28844
H -4.42931 -1.21533 -1.14897
H -4.44674 1.08800 0.78563
H -5.59865 0.74103 -0.45879
H -6.10025 0.15990 2.09054
H -5.07674 -1.26647 1.75874
H -6.82417 -1.23878 -0.41520
H -7.84375 -0.56545 0.84760
H -6.97423 -2.61243 2.14466
H -6.71386 -3.24184 0.64568
C 6.69102 1.24499 2.32898
C 5.42027 1.84188 1.74115
C 5.42121 1.75680 0.22179
O 5.29008 3.19989 2.15307
H 7.57017 1.79293 1.97851
H 6.67897 1.31678 3.41710
H 6.80295 0.19556 2.04989
H 4.55115 1.31331 2.13646
H 6.26089 2.31929 -0.19616
H 4.50820 2.19196 -0.18663
H 5.49570 0.72094 -0.11437
H 6.04840 3.68567 1.81294
O 0.10125 4.40478 -0.63719
H 0.89179 4.85609 -0.95476
F -3.32850 4.77292 -3.63296
Al -2.75514 5.79230 -2.41292
F -1.09856 6.12803 -2.64344
F -3.00800 5.02316 -0.86546
F -3.62511 7.27701 -2.43832
Cs -1.83080 7.05817 0.38079
*
```

Summary:
**E_LUMO**: -2.05 eV
**HOMO-LUMO gap**: 3.471 eV
**Maximum force**: 1.9 eV Å⁻¹

The molecule's Mulliken atomic charges, reported in e, are given here: -1.526, 1.045, -2.069, 0.919, -1.381, -0.475, -0.545, 0.733, 0.084, -0.100, -0.339, 0.230, -0.357, -0.812, -0.744, -0.176, 0.933, -0.233, -0.273, -0.252, -0.255, 2.210, -2.432, -0.398, 0.217, -0.386, 1.069, -2.299, 0.049, -1.280, -0.831, -0.604, -0.665, 0.386, 0.338, 0.345, -0.452, -0.017, 0.978, 0.132, 0.562, 0.084, 0.230, 0.456, 0.573, 0.436, 0.493, 0.375, 0.593, 0.193, 0.502, 0.133, 0.186, 0.740, 0.654, 0.423, 0.338, 0.636, 0.480, 0.350, 0.472, 0.347, 0.332, 0.259, 0.261, -1.487, 0.699, -1.183, -0.559, 0.366, 0.357, 0.350, 0.178, 0.440, 0.296, 0.243, 0.351, -0.974, 0.073, -0.377, 0.549, -0.336, -0.449, -0.410, 1.005

---

Record 2
Here is a 2-piece molecular cluster, C2F5N3 overall at a distorted geometry from the OMol25 dataset. Energies are from wB97M-V/def2-TZVPD.

Geometry as ORCA input:
```
! RIJCOSX wB97M-V def2-TZVPD def2/J DEFGRID3
* xyz 0 1
C 1.68886 -0.14086 0.31971
C -2.02312 -0.06550 0.26149
N 2.25178 0.88312 0.57500
N 0.79267 -0.69585 -0.25056
N -2.05467 -0.85640 1.21600
F -2.26388 -0.25127 -0.99957
F -1.18502 0.90566 0.33454
F 0.32661 -0.02859 -1.52175
F 3.68145 0.83804 0.35292
F -2.79186 -2.01713 1.15846
*
```

Summary:
**E_LUMO**: -2.14 eV
**HOMO-LUMO gap**: 9.533 eV
**Maximum force**: 5.8 eV Å⁻¹
**Relative energy (zero: lowest compared OMol25 entry of this formula, charge and spin)**: 17.5 kcal/mol
**SMILES**: FN=C(F)F.FN=C=NF

The molecule's Mulliken atomic charges, reported in e, are given here: 0.654, 0.758, -0.079, -0.264, -0.251, -0.179, -0.191, -0.173, -0.147, -0.129

---

Record 3
Here is C52H66N6O5PS4ScSeTe as an isolated structure at a distorted geometry from the OMol25 dataset. Energies are from wB97M-V/def2-TZVPD.

Geometry as ORCA input:
```
! RIJCOSX wB97M-V def2-TZVPD def2/J DEFGRID3
* xyz 0 1
Sc 0.63685 -0.87009 0.78096
C -3.06153 0.76883 2.77777
C -2.18787 0.05525 1.80879
N -0.78958 0.32081 1.91117
C -0.31310 0.94745 3.00375
C -1.11109 1.54047 3.98827
C -2.55033 1.43132 3.81656
C -0.52601 2.28806 5.03054
C 0.82491 2.47632 5.13206
C 1.67198 1.88257 4.16439
C 3.07723 2.03121 4.16637
C 3.83734 1.43134 3.20163
C 3.19924 0.63185 2.23859
N 1.90043 0.45758 2.21733
C 1.11457 1.09750 3.13451
H -4.13010 0.70042 2.61235
H -2.52138 0.16963 0.77987
H -3.19582 1.93806 4.52680
H -1.18584 2.75006 5.75839
H 1.25513 3.07490 5.92538
H 3.54116 2.62927 4.94270
H 4.91361 1.53711 3.18158
H 3.77351 0.10103 1.48415
S -3.75231 -3.36039 -0.26609
C -2.59119 -2.34269 0.31103
S -2.67609 -1.81632 1.99767
S -1.27294 -1.79413 -0.67056
C 0.72282 -4.12291 -2.74101
C 2.23229 -4.18683 -2.75875
O 2.82938 -3.03942 -2.10124
P 3.04898 -2.94590 -0.52080
O 1.83523 -2.24971 0.09667
Te 3.74444 -4.96638 0.40100
O 4.13611 -1.75769 -0.46903
C 5.54479 -1.97337 -0.68741
C 5.89418 -2.06228 -2.15881
H 0.31448 -4.98164 -3.27852
H 0.35527 -3.20755 -3.20959
H 0.34024 -4.14181 -1.71887
H 2.62438 -4.16371 -3.77397
H 2.58748 -5.09551 -2.27498
H 5.85199 -2.87992 -0.16524
H 6.03649 -1.12045 -0.22226
H 5.41498 -2.92726 -2.61677
H 6.97571 -2.16243 -2.26948
H 5.56593 -1.16535 -2.68942
C 1.31025 3.17814 0.36729
N 1.90761 2.72239 -0.88430
C 2.40395 3.77007 -1.76284
C 3.32761 3.17476 -2.80349
C 2.57874 2.08181 -3.53478
N 2.02734 1.12719 -2.58467
C 1.69363 -0.18632 -3.12030
C 1.72476 1.45361 -1.31498
O 1.26857 0.58829 -0.53219
H 2.08455 3.52143 1.05834
H 0.74257 2.37817 0.82446
H 0.62421 4.00163 0.15621
H 2.92807 4.49764 -1.14320
H 1.56329 4.28325 -2.24455
H 4.20481 2.74934 -2.30950
H 3.65961 3.94073 -3.50256
H 3.24368 1.53421 -4.20326
H 1.77344 2.50984 -4.14243
H 2.59900 -0.72938 -3.39295
H 1.06180 -0.06140 -4.00217
H 1.15559 -0.76856 -2.38227
C -1.97586 5.95084 -1.69936
C -3.50180 6.00031 -1.76420
C -4.17287 5.48397 -0.49184
C -3.92807 3.99891 -0.21397
N -4.13221 3.12842 -1.37109
C -3.23686 2.16500 -1.75767
Se -1.50320 1.99914 -1.18889
N -3.85508 1.38804 -2.68019
C -3.34217 0.10705 -3.18100
C -2.23740 0.21769 -4.22181
C -2.60289 1.00219 -5.48709
C -2.53820 2.52380 -5.31807
C -5.14809 1.85537 -2.89912
C -6.13451 1.43745 -3.77737
C -7.32457 2.15063 -3.78686
C -7.51682 3.24159 -2.93909
C -6.52411 3.65893 -2.06291
C -5.32999 2.95249 -2.06365
H -1.53401 6.38198 -2.60031
H -1.61600 4.92237 -1.60938
H -1.60767 6.51782 -0.83866
H -3.84967 5.41348 -2.61956
H -3.83053 7.02816 -1.93429
H -5.24218 5.69350 -0.53339
H -3.78514 6.02924 0.37340
H -4.57152 3.65061 0.59755
H -2.89754 3.83856 0.09353
H -4.19647 -0.42170 -3.60149
H -2.98287 -0.46690 -2.32543
H -1.97277 -0.81101 -4.48317
H -1.36080 0.66745 -3.75083
H -3.60373 0.71177 -5.82704
H -1.91030 0.71092 -6.28062
H -3.35838 2.90447 -4.70679
H -2.59018 3.02727 -6.28558
H -1.60443 2.81551 -4.82945
H -5.98774 0.58758 -4.43080
H -8.11406 1.85613 -4.46576
H -8.45602 3.77887 -2.96653
H -6.68928 4.50029 -1.40771
O 0.52954 -2.05753 2.50125
S 0.41342 -2.79414 3.81550
C 1.12780 -4.41998 3.49357
C 0.07724 -5.29798 2.86591
C -0.35596 -5.04209 1.56545
C -1.35962 -5.81345 1.00117
C -1.93399 -6.84859 1.72814
C -1.49457 -7.11935 3.01650
C -0.49476 -6.34197 3.58507
C 1.66781 -2.05888 4.90846
C 3.08824 -2.52989 4.76772
C 3.74503 -3.05275 5.87890
C 5.06377 -3.47863 5.78649
C 5.73704 -3.39175 4.57613
C 5.08411 -2.88278 3.46039
C 3.77030 -2.45324 3.55557
H 1.49049 -4.81201 4.44618
H 1.96714 -4.25153 2.81352
H 0.09120 -4.23393 0.99795
H -1.70193 -5.59608 -0.00244
H -2.72652 -7.44131 1.28960
H -1.93492 -7.93024 3.58269
H -0.14743 -6.55251 4.59186
H 1.29151 -2.24125 5.91600
H 1.55803 -0.99570 4.68605
H 3.21951 -3.12137 6.82614
H 5.56165 -3.88071 6.66070
H 6.76187 -3.73249 4.49909
H 5.59297 -2.83469 2.50519
H 3.25802 -2.08546 2.67444
*
```

Summary:
**E_LUMO**: 0.02 eV
**HOMO-LUMO gap**: 6.445 eV
**Maximum force**: 1.5 eV Å⁻¹
**Relative energy (zero: lowest compared OMol25 entry of this formula, charge and spin)**: 22.4 kcal/mol

Results of the Mulliken charge analysis, in e, for atoms 1 through 99: 0.668, -1.100, 0.419, 1.450, 0.051, 1.313, -1.550, -0.772, -1.461, 1.502, -1.272, -1.028, -0.657, 2.347, -0.737, 0.691, -0.703, 0.380, 0.428, 0.443, 0.448, 0.578, 0.230, -0.229, 0.458, -0.419, -0.363, -0.216, -0.563, 0.011, 0.334, -0.422, -0.362, -0.025, -0.451, -1.216, 0.508, 0.009, -0.278, 0.292, 0.369, 0.298, 0.299, 0.227, 0.429, 0.259, -1.024, 0.731, -0.521, -0.755, -0.723, 0.689, -1.200, -0.186, -0.311, 0.376, 0.016, 0.268, 0.394, 0.186, 0.265, 0.406, 0.379, 0.279, 0.453, 0.375, -0.106, -0.993, -0.313, -0.875, -0.738, 1.214, -0.244, -0.877, 0.737, -0.720, 0.947, -0.844, -0.730, 0.372, -0.664, -0.811, -0.761, -0.677, 0.586, 0.433, 0.044, 0.336, 0.161, 0.404, 0.330, 0.498, 0.350, 0.191, 0.548, -0.753, 0.598, -0.793, 0.247

---

Record 4
Here is a 2-piece molecular cluster, C3H11NO3 overall at a distorted geometry from the OMol25 dataset. Energies are from wB97M-V/def2-TZVPD.

Geometry as ORCA input:
```
! RIJCOSX wB97M-V def2-TZVPD def2/J DEFGRID3
* xyz 0 1
C -0.71167 -0.58150 1.31151
C -0.21197 0.89872 1.59047
O -0.77498 1.83095 0.70696
N -1.14235 -0.82919 -0.03873
C -0.12427 -1.35306 -0.94819
O 0.04189 -0.45795 -2.07922
H 0.09329 -1.23723 1.62656
H -1.57448 -0.69603 1.94808
H 0.87235 0.85226 1.54669
H -0.53032 1.15651 2.59166
H -0.21164 1.92622 -0.06636
H -1.64857 -0.01068 -0.34397
H 0.81376 -1.31122 -0.42803
H -0.54508 -2.26745 -1.35260
H -0.41042 -0.73234 -2.87973
H 2.70712 1.26322 -1.30817
H 1.27544 0.67343 -1.18750
O 2.08190 0.87533 -0.68942
*
```

Summary:
**E_LUMO**: 0.59 eV
**HOMO-LUMO gap**: 9.150 eV
**Maximum force**: 3.0 eV Å⁻¹
**Relative energy (zero: lowest compared OMol25 entry of this formula, charge and spin)**: 48.1 kcal/mol
**SMILES**: OCCNCO.O

The molecule's Mulliken atomic charges, reported in e, are given here: -0.667, -0.339, -0.606, -0.320, -0.445, -0.620, 0.355, 0.336, 0.188, 0.422, 0.367, 0.273, 0.397, 0.348, 0.316, 0.276, 0.328, -0.609

---

Q: The highest HOMO-LUMO gap belongs to which entry?
A: C2F5N3

---

Q: The highest HOMO-LUMO gap belongs to which entry?
A: C2F5N3